The following is a quantum chemistry calculation of a molecular structure, C17H41N8O20S2, from the OMol25 dataset.

net charge	-1
DFT total energy	-3410.92794	Ha

```
88
Properties=species:S:1:pos:R:3:mulliken_charge:R:1
C 2.87450 -0.00186 -0.21654 -0.637
C 1.84638 -1.06103 0.08723 0.779
O 1.39482 -1.19180 1.19175 -0.599
O 1.45428 -1.93836 -0.89750 -0.387
C 1.01077 -1.33812 -2.12182 -0.338
C -0.49838 -1.52532 -2.38158 -0.487
C -1.28672 -2.20093 -1.23519 -0.816
C -1.93936 -1.11045 -0.34864 1.038
C -3.45858 -0.91152 -0.54659 -0.724
C -3.87084 0.48624 -1.03437 -1.153
C -3.15888 1.64331 -0.30356 -0.631
C -1.99984 2.19466 -1.16843 -1.000
S -0.44946 2.45426 -0.26338 1.134
O -0.67154 2.24771 1.15360 -0.789
O 0.47150 1.46634 -0.81190 -0.527
N 0.04259 4.00237 -0.43569 -0.631
S 0.23544 4.51268 -1.94653 0.914
O 1.35026 5.45817 -1.95419 -0.721
O 0.41186 3.47153 -2.94032 -0.621
H 2.41577 0.82104 -0.76819 0.146
H 3.70615 -0.38054 -0.81538 0.351
H 3.25576 0.38255 0.71860 0.197
H 1.27683 -0.28451 -2.18561 0.175
H 1.56891 -1.83288 -2.92674 0.447
H -0.66194 -2.02610 -3.34004 0.578
H -0.92148 -0.52578 -2.50569 -0.065
H -2.08786 -2.78236 -1.70784 0.468
H -0.70215 -2.90778 -0.65659 0.421
H -1.78993 -1.38964 0.69556 0.308
H -1.37088 -0.19375 -0.48827 -1.196
H -3.82490 -1.63414 -1.28802 0.471
H -4.00118 -1.15422 0.36631 0.235
H -4.94791 0.58409 -0.84643 0.358
H -3.77215 0.56713 -2.12136 0.475
H -2.79823 1.26601 0.65306 0.332
H -3.82752 2.47479 -0.07797 0.587
H -1.76556 1.49577 -1.96694 0.399
H -2.29567 3.13438 -1.63766 0.450
H -0.84482 5.23839 -2.34563 0.079
C 0.21137 -5.66503 -2.15065 -0.651
N -1.03003 -5.95162 -1.38212 0.956
O -1.21791 -5.31374 -0.37279 -0.474
O -1.76971 -6.81038 -1.82275 -0.602
H 0.76165 -4.88360 -1.63657 0.177
H 0.78449 -6.58658 -2.18984 0.311
H -0.08185 -5.34391 -3.14588 0.310
C -0.41236 -8.07256 2.00303 -0.676
N 0.99731 -8.11673 1.52542 0.888
O 1.19006 -7.95835 0.33919 -0.506
O 1.85667 -8.30437 2.35817 -0.546
H -1.05945 -7.89489 1.15146 0.250
H -0.62585 -9.02958 2.46958 0.290
H -0.48434 -7.26367 2.72354 0.288
C -4.68699 0.01197 4.26175 -0.540
N -4.19824 -0.40086 2.91708 0.995
O -4.90381 -0.14835 1.95912 -0.565
O -3.12757 -0.96231 2.87273 -0.532
H -5.64479 0.49893 4.15571 0.042
H -4.76831 -0.88939 4.86340 0.301
H -3.95060 0.69200 4.67958 0.316
C -9.17677 1.99878 4.99398 -0.752
N -7.78305 1.89190 4.48412 0.823
O -7.60248 2.02223 3.29687 -0.472
O -6.91278 1.67774 5.30758 -0.541
H -9.83433 2.18845 4.15401 0.304
H -9.41872 1.05802 5.47910 0.299
H -9.19970 2.81845 5.70556 0.289
C 5.86118 1.96359 2.60468 -0.784
N 6.43523 1.01103 1.61549 0.905
O 7.64737 0.92453 1.54156 -0.548
O 5.64608 0.38608 0.94898 -0.514
H 6.67675 2.45035 3.12608 0.341
H 5.26040 2.68081 2.05291 0.300
H 5.24286 1.38806 3.28696 0.280
C 9.74896 -0.25029 -0.69666 -0.652
N 11.12930 -0.20495 -1.25307 0.866
O 11.25556 -0.07110 -2.45201 -0.528
O 12.04350 -0.30548 -0.46176 -0.532
H 9.04416 -0.14986 -1.51308 0.309
H 9.63149 -1.20472 -0.19351 0.263
H 9.64944 0.56945 0.00644 0.273
C 1.31454 7.77095 -4.06886 -0.563
N 0.42656 8.96053 -3.97573 0.886
O 0.84788 10.02366 -4.38986 -0.560
O -0.67084 8.79315 -3.48896 -0.543
H 2.24715 8.07572 -4.52902 0.315
H 1.47402 7.38520 -3.06361 0.249
H 0.80647 7.03034 -4.67887 0.233
```